Entry 1:
Formula: CH8N5S
Source: the OMol25 dataset
Level of theory: ωB97M-V/def2-TZVPD

- E: -19442.5563 eV
- Energy above the lowest of the compared OMol25 structures with the same formula, charge and spin: 241.5 kJ/mol
- Strongest force on any atom: 0.09904 hartree/bohr
- Frontier orbital gap: 8.74 eV
- E_HOMO: -0.4859 Ha
- LUMO: -4.48 eV

Geometry as ORCA input:
```
! RIJCOSX wB97M-V def2-TZVPD def2/J DEFGRID3
* xyz 1 1
C -0.740 0.764 -0.947
N -1.715 1.227 -1.720
N 1.422 -1.520 0.317
N 0.554 -0.272 2.023
N -0.646 -0.257 -0.199
N 1.032 -0.319 0.807
S 0.695 1.844 -1.048
H -1.542 1.942 -2.413
H -2.556 0.666 -1.768
H 1.034 -2.305 0.670
H 1.591 -1.590 -0.760
H 0.445 -1.146 2.544
H 0.673 0.521 2.622
H -1.493 -0.854 -0.254
H 1.247 1.298 0.127
*
```


Entry 2:
Formula: C20H21F4N3Pd
Source: the OMol25 dataset
Level of theory: ωB97M-V/def2-TZVPD

- E: -39897.5392 eV
- Energy above the lowest of the compared OMol25 structures with the same formula, charge and spin: 89.7 kJ/mol
- Strongest force on any atom: 0.01939 hartree/bohr
- Frontier orbital gap (alpha / beta): 6.42 / 5.72 eV
- E_HOMO (alpha / beta): -0.2650 / -0.2658 Ha
- LUMO (alpha / beta): -0.79 / -1.51 eV

Geometry as ORCA input:
```
! RIJCOSX wB97M-V def2-TZVPD def2/J DEFGRID3
* xyz 0 1
Pd 0.210 -0.211 -0.020
C -1.941 0.211 2.463
C -2.481 -0.414 1.192
N -1.859 0.087 -0.063
C -2.485 -0.675 -1.179
C -1.925 -0.400 -2.561
C -2.095 1.550 -0.245
C -0.993 2.453 0.303
N 0.302 1.846 0.049
C 1.437 2.525 0.367
C 2.685 1.876 0.283
F 2.712 0.564 -0.085
C 3.888 2.478 0.561
F 5.006 1.743 0.442
C 3.968 3.800 0.957
C 2.764 4.463 1.059
F 2.749 5.752 1.440
C 1.548 3.868 0.782
F 0.448 4.646 0.919
H -2.304 -0.357 3.320
H -2.271 1.241 2.588
H -0.850 0.202 2.483
H -3.561 -0.225 1.120
H -2.336 -1.494 1.200
H -3.561 -0.454 -1.168
H -2.371 -1.730 -0.927
H -2.292 0.533 -2.988
H -2.236 -1.206 -3.226
H -0.833 -0.358 -2.567
H -3.054 1.798 0.226
H -2.204 1.725 -1.312
H -1.162 2.659 1.366
H -1.107 3.412 -0.210
H 4.908 4.279 1.177
C 0.638 -2.268 0.155
C 0.278 -3.668 0.106
C 0.278 -4.441 1.277
C -0.070 -5.777 1.245
C -0.433 -6.365 0.035
C -0.438 -5.614 -1.141
C -0.081 -4.281 -1.103
C -0.805 -7.762 -0.005
N -1.107 -8.870 -0.036
H 0.798 -1.821 -0.842
H 1.008 -1.839 1.086
H 0.559 -3.981 2.216
H -0.065 -6.367 2.151
H -0.716 -6.083 -2.074
H -0.073 -3.701 -2.019
*
```


Q: Which formula does entry 1 have?
A: CH8N5S